Entry 1:
DFT (ωB97M-V/def2-TZVPD) results for a structure of composition C38H28NO2RuS7Te.

Structure (XYZ):
```
78
Properties=species:S:1:pos:R:3:mulliken_charge:R:1
H 4.082 3.406 -2.891 0.3707
C 3.316 3.169 -3.619 -0.1654
H -3.855 -0.203 5.816 0.3988
H 5.841 -5.699 -1.064 0.3752
C -0.676 1.005 1.651 1.1299
C 1.346 2.517 -5.461 -0.5706
C -3.382 0.521 -3.084 0.0851
C 2.020 3.631 -3.440 -0.3503
H 0.430 3.534 1.253 0.3477
C 3.626 2.386 -4.721 -0.4996
S -3.892 0.553 0.465 -0.3542
H 4.125 1.330 3.784 0.3283
C 2.911 0.079 2.532 0.2509
H 2.882 1.437 -6.494 0.3737
C 0.788 2.879 -0.768 -0.2633
H -5.300 -4.370 2.740 0.3614
H 0.267 2.340 -1.554 0.1607
H 0.019 3.653 -4.215 0.4094
C -2.203 -0.834 4.600 -0.9441
H -4.156 1.925 4.580 0.4119
C -0.148 3.147 0.405 -1.3604
C -3.752 -3.266 1.776 -0.7380
O 2.565 -0.741 -2.096 -0.6013
H 4.635 2.013 -4.847 0.3692
S -4.512 -0.159 -4.236 -0.0708
S -5.066 2.561 -3.404 -0.0743
H 4.535 -5.136 0.952 0.3843
H 1.281 0.993 3.586 0.5071
C -5.525 -1.134 1.783 -0.7978
C -3.353 -2.047 1.198 0.7356
C 1.599 0.539 2.652 -0.3710
C -5.545 1.228 -4.405 0.0945
Te 1.466 4.704 -1.681 0.1907
C 2.642 2.059 -5.641 -0.3820
C 5.234 -4.802 -1.047 -0.3527
H -2.062 -1.765 5.136 0.3814
C -1.539 0.662 2.824 0.1554
H -3.040 -4.082 1.771 0.4331
H -2.650 2.480 2.700 0.3514
C 4.393 -2.834 -2.131 -0.4220
C 2.848 -1.236 -1.028 -0.3997
C 3.725 -3.337 0.121 -0.1621
S -2.671 2.727 -1.651 -0.3234
H -0.612 -1.232 3.218 0.4115
O 0.239 -0.199 -0.614 -0.7991
C 3.287 -0.510 1.338 -0.4063
C 3.679 -2.490 -0.984 0.3391
C -5.902 -2.341 2.322 -0.5784
H 4.812 -0.270 3.491 0.3656
H 0.570 2.251 -6.168 0.3755
H 1.668 2.314 -0.482 0.3997
C -5.007 -3.417 2.318 -0.5356
H -6.890 -2.460 2.749 0.3585
H 4.316 -2.185 -2.993 0.4728
H -6.194 -0.282 1.794 0.4415
C 1.034 3.306 -4.363 -0.1048
S -6.843 1.264 -5.402 -0.2707
S -1.778 -1.948 0.497 -0.4084
C -1.373 -0.528 3.530 -0.0188
C -3.209 0.038 4.981 -0.4730
C 3.883 0.271 3.669 -1.7250
C 1.090 -0.140 0.371 0.5629
C -3.373 1.234 4.293 -0.7604
C 0.708 0.451 1.604 0.2554
H 3.135 -3.108 0.997 0.4636
H 4.308 -0.858 1.216 0.4636
C 2.409 -0.648 0.264 0.6428
H 3.445 -0.071 4.608 0.3642
N -1.027 2.094 0.933 -0.4512
C -4.257 -0.969 1.202 0.5205
C 5.165 -3.982 -2.165 -0.5697
C 4.503 -4.485 0.088 -0.8252
H -0.838 3.936 0.091 0.6508
C -3.630 1.837 -2.699 0.1393
C -2.538 1.548 3.237 -0.4201
H 5.712 -4.245 -3.062 0.3870
Ru -1.642 0.428 -0.180 0.6075
S -2.100 -0.436 -2.547 -0.2783
```

Values from the calculation:
- Expectation value of S²: 6.053
- Lowest unoccupied orbital energy (alpha / beta): 0.0791 / 0.0155 Eh
- Total charge: -1
- HOMO (alpha / beta): -4.537 / -5.045 eV
- Calculated total energy: -4820.3956 Ha
- Spin multiplicity: 5

***

Entry 2:
DFT (ωB97M-V/def2-TZVPD) results for a structure of composition C38H29BrN3O10PSW in a non-equilibrium geometry.

Structure (XYZ):
```
84
Properties=species:S:1:pos:R:3:mulliken_charge:R:1
H -1.209 -2.812 -1.388 0.1367
H 5.202 -4.986 -1.200 0.4275
H 1.606 1.655 -6.175 0.4279
C 3.264 -0.807 1.378 -1.3943
C 1.288 1.775 -2.795 0.2212
H -0.604 -5.656 1.555 0.4316
C 2.974 -3.311 -3.124 -0.9090
C 3.192 0.991 -4.025 -0.7086
H 3.627 -1.409 2.209 0.6632
C -0.861 3.688 1.347 0.1640
O -6.577 -0.009 3.893 -0.6356
H 4.802 0.338 -2.780 0.4560
H -2.304 -1.776 -0.420 0.1810
C -1.170 3.611 -1.122 0.2057
H -2.806 -0.597 4.378 0.6425
H 4.114 -3.635 0.554 0.3849
H 3.534 0.751 -0.677 0.6341
O -5.040 -0.777 5.190 -0.6293
H 3.694 0.787 -4.963 0.4677
C -2.504 0.825 1.268 -0.3815
H -1.555 4.189 -1.961 0.5591
H -1.676 3.058 -3.799 0.5097
Br -4.543 6.608 1.581 -0.1961
H -0.497 -5.292 4.002 0.4004
C -2.120 0.213 2.488 0.3478
H 2.642 -3.228 -4.151 0.5054
S -1.355 -0.629 -2.239 1.4986
C 3.800 0.739 -2.833 -1.1770
O -2.415 0.351 -2.275 -0.6883
H 0.511 -4.088 0.022 0.3692
C -4.403 0.131 3.178 -0.7779
C 2.779 -2.645 -0.812 0.1850
H 4.107 -0.653 0.698 0.6504
H 1.565 -1.856 -2.402 0.4087
W 0.369 1.229 0.159 2.3466
C 1.162 1.856 -5.209 -0.8181
C -0.010 -4.600 3.327 -0.6063
C 0.031 2.393 -2.717 -0.2201
N -5.416 -0.225 4.174 1.0368
H 4.468 -4.787 -3.551 0.3924
O -0.216 -0.220 -1.332 -1.0088
C -2.655 4.943 0.263 -0.5993
H -4.151 1.508 0.081 0.6542
N 1.865 1.430 -1.608 0.0332
O 0.176 2.892 1.338 -0.8546
O 0.181 0.182 1.961 -0.6447
C 0.684 -3.509 3.828 -0.6259
C -1.572 4.051 0.184 -0.0202
H -0.715 3.989 3.458 0.5389
C -0.070 -4.803 1.955 -0.6539
C 4.409 -4.297 -1.462 -0.6882
H -3.179 5.225 -0.643 0.4972
O -1.647 1.171 0.378 0.9638
C -0.668 2.670 -3.854 -0.3759
C -2.355 5.098 2.635 -0.4259
C -1.993 -2.058 -1.424 -0.8154
C -1.275 4.252 2.569 -0.5178
O 3.078 0.913 3.021 -0.6868
C -3.090 -0.129 3.444 -0.5564
C 3.995 -4.185 -2.786 -0.5168
N -0.372 2.640 -1.380 0.3436
H 1.842 -1.768 3.377 0.3349
C -3.055 5.441 1.474 -0.3549
C 3.801 -3.535 -0.480 -0.5474
C 0.555 -3.916 1.092 -0.7418
C -4.807 0.724 1.969 -0.3707
H 0.746 -3.349 4.898 0.4669
C 3.091 0.964 -1.635 -0.2568
H -5.860 0.904 1.805 0.5150
H -0.661 2.598 -6.007 0.3995
C 2.824 0.563 1.896 0.1688
P 1.920 -1.592 0.404 2.0739
O 2.219 1.342 1.005 -0.7733
H -2.667 5.507 3.587 0.4474
C 1.889 1.538 -4.036 0.9942
C 2.368 -2.538 -2.139 -0.0178
C -3.876 1.062 1.027 -0.8374
O -0.808 -1.050 -3.506 -0.7049
C -0.760 -0.067 2.739 0.1178
C 1.255 -2.814 1.586 0.5383
C -0.091 2.390 -5.112 -1.1108
H -0.492 -0.542 3.682 0.4449
H -2.844 -2.416 -2.001 0.4872
C 1.312 -2.619 2.965 -0.8252
```

Values from the calculation:
- Expectation value of S²: 2.011
- Lowest unoccupied orbital energy (alpha / beta): -0.0379 / -0.0392 Eh
- Energy relative to the best compared isomer or geometry (same formula, charge and spin): 10.84 kcal per mole
- HOMO (alpha / beta): -7.098 / -8.424 eV
- Calculated total energy: -5762.8489 Ha
- Spin multiplicity: 3

***

Entry 3:
DFT (ωB97M-V/def2-TZVPD) results for a structure of composition C38H29N6O7PS5Ti in a non-equilibrium geometry.

Structure (XYZ):
```
87
Properties=species:S:1:pos:R:3:mulliken_charge:R:1
C 3.281 -5.513 2.206 -0.6970
H -1.772 3.023 -3.636 0.4220
H 3.578 -2.645 -0.360 0.4367
C -1.351 -4.878 -1.035 -0.3454
C 4.641 -3.951 0.985 -0.7800
C 0.285 -0.795 5.521 -0.4632
O -1.325 -0.491 -0.524 1.0525
C -2.490 2.301 -3.273 -0.6827
H 0.079 3.882 -0.431 0.4240
C 0.291 -1.131 4.180 -0.4873
O 5.715 4.294 -0.147 -0.6201
C 2.256 -3.965 0.674 0.2570
H 0.117 -2.140 3.838 0.4454
C 0.862 -5.568 -1.707 -0.5189
C 4.530 -4.983 1.903 -0.4053
H -1.997 -4.191 -0.501 0.2403
N -4.357 1.033 1.121 -0.7574
H -1.048 1.164 -2.174 0.3028
C -2.086 1.261 -2.460 -0.2566
C -6.882 0.640 0.183 -0.4716
H -1.490 -7.569 -3.085 0.3802
P 0.750 -3.316 -0.103 1.5944
H 3.193 -6.322 2.920 0.4176
C -1.894 -5.908 -1.791 -0.7508
C -2.994 0.315 -1.980 0.0893
S -0.532 -2.778 1.385 -0.7005
H -5.805 1.596 -3.389 0.3095
C 2.147 -5.006 1.595 -0.3864
C -8.560 2.828 -0.110 -0.6586
C 2.570 1.758 0.505 1.0938
S -4.470 4.514 -0.750 -0.2854
C -4.341 0.427 -2.348 0.7076
H -6.223 -0.202 0.321 0.5170
S -2.088 0.189 2.245 -0.2414
O 0.217 1.476 0.503 0.9917
C -1.064 -6.765 -2.497 -0.4447
O 4.385 5.896 -0.698 -0.6168
H -9.209 3.689 -0.208 0.3853
C -4.161 3.126 0.104 0.0218
H -6.116 -0.208 -2.146 0.3954
H 0.737 2.832 6.414 0.2679
C -7.205 3.032 0.114 -0.6482
S 1.152 -1.833 -1.359 -0.6967
H 0.961 -7.263 -3.011 0.3950
N 0.528 -0.197 3.254 0.5194
S -2.549 2.741 0.617 -0.1240
N 4.613 4.741 -0.402 1.0197
H 1.938 -5.436 -1.676 0.3990
H -4.179 3.250 -4.203 0.3870
C 2.173 4.340 -0.439 -0.6517
C -4.753 1.494 -3.143 -0.4804
C 0.029 -4.711 -0.992 0.5595
C -8.236 0.458 -0.040 -0.4764
C -6.365 1.933 0.239 0.6340
O -5.226 -0.496 -1.909 -0.5372
C -2.537 -0.776 -1.088 -0.0062
H 5.614 -3.544 0.741 0.4249
N 0.497 0.441 5.958 -0.6346
C -9.081 1.548 -0.198 -0.4899
H 3.819 0.090 1.132 0.2939
H 0.089 -1.553 6.269 0.3866
C -3.836 2.421 -3.598 -0.7445
N -4.960 2.088 0.473 0.7749
C 0.746 1.037 3.670 -0.0349
O 1.903 -0.442 1.037 -0.2570
H 0.842 3.396 4.809 0.2328
H 5.415 -5.380 2.383 0.3969
H -6.809 4.030 0.187 0.3262
H 1.174 -5.417 1.839 0.3963
C 3.504 -3.443 0.369 -0.2770
C 0.314 -6.595 -2.457 -0.6381
Ti -0.161 -0.396 0.800 0.2226
H -2.968 -6.034 -1.829 0.4259
C 3.460 3.861 -0.174 -0.6401
N 0.989 2.642 5.458 -0.4611
O -3.086 -1.814 -0.864 -0.5679
H 2.057 5.348 -0.810 0.5467
H -10.139 1.400 -0.374 0.3990
C 1.256 2.224 0.263 0.1254
C 0.734 1.365 5.034 0.3484
C -3.096 1.235 1.278 0.0761
C 2.788 0.405 0.928 -0.7302
C 3.675 2.590 0.288 -0.4383
H -8.633 -0.549 -0.082 0.3984
C 1.082 3.534 -0.229 -0.9765
H 0.907 1.804 2.921 0.0440
H 4.682 2.241 0.471 0.5967
```

Values from the calculation:
- Lowest unoccupied orbital energy: -0.0505 Eh
- Energy relative to the best compared isomer or geometry (same formula, charge and spin): 33.16 kcal per mole
- HOMO: -7.814 eV
- Calculated total energy: -5502.5923 Ha